No. 1
# C30H27BrIrN3OSSiTe

A structure of composition C30H27BrIrN3OSSiTe (ωB97M-V/def2-TZVPD, the Open Molecules 2025 dataset).

Structure (XYZ):
```
66
Properties=species:S:1:pos:R:3:forces:R:3:lowdin_spin:R:1
Ir -0.86723 -0.63384 0.30702 0.27 0.23 0.17 1.1603
Br 0.40378 -1.78233 7.51859 0.00 0.00 -0.01 0.0008
C 0.28029 -1.77835 5.62600 0.10 -0.08 0.06 0.0178
C 1.15477 -2.56603 4.88316 0.03 -0.02 0.05 0.0659
C 1.05585 -2.54651 3.50786 0.08 -0.04 -0.12 0.0128
C 0.11311 -1.75709 2.84809 -0.06 0.08 -0.05 0.0565
O 0.12485 -1.80524 1.50679 -0.03 -0.06 -0.07 0.2033
C -0.78625 -0.97187 3.60653 -0.06 0.06 -0.08 0.0417
C -1.84176 -0.16995 3.06214 -0.07 0.00 -0.05 0.2510
N -2.10163 -0.01859 1.76740 -0.16 0.28 0.14 0.0673
C -3.19376 0.68892 1.30203 0.16 -0.12 0.11 0.0525
C -4.21647 1.25474 2.07929 -0.07 0.03 0.02 0.1260
C -5.23498 1.97750 1.46376 0.06 -0.03 -0.02 0.0050
C -5.28138 2.16462 0.09412 -0.03 0.02 0.00 0.1226
C -4.27330 1.60471 -0.72078 -0.03 0.02 -0.03 -0.0014
C -4.21077 1.74587 -2.12255 -0.01 0.00 0.03 0.1145
C -3.17143 1.18418 -2.83685 -0.04 0.04 -0.06 0.0073
C -2.18848 0.47138 -2.17278 0.04 0.03 -0.02 0.1180
N -2.22243 0.31263 -0.84145 -0.13 0.01 0.13 0.0431
C -3.23706 0.86259 -0.10365 -0.02 -0.10 -0.15 0.0051
C -0.66763 -1.00497 5.01167 -0.10 0.10 -0.07 0.0517
H 1.89768 -3.17723 5.37754 -0.02 0.02 -0.02 0.0038
H 1.72099 -3.14176 2.89379 -0.02 0.02 0.04 -0.0013
H -2.47460 0.34643 3.77179 -0.03 -0.03 0.02 0.0165
H -4.23252 1.12631 3.15169 0.00 0.01 -0.03 0.0122
H -6.01432 2.40554 2.08286 0.02 -0.02 -0.01 -0.0028
H -6.08211 2.73098 -0.36669 0.05 -0.03 0.03 0.0065
H -4.98662 2.30893 -2.62808 0.03 -0.02 0.01 0.0054
H -3.10544 1.29213 -3.91070 -0.01 0.01 0.03 -0.0021
H -1.34681 0.03219 -2.68801 0.01 -0.02 0.02 0.0068
H -1.34461 -0.40512 5.60777 0.01 -0.02 -0.02 0.0010
C 4.28885 -1.53664 -4.37229 0.09 0.12 -0.18 0.0014
Si 4.11414 -2.20283 -2.64084 -0.01 0.03 -0.10 0.0043
C 4.72401 -3.97321 -2.61461 0.07 -0.18 -0.04 0.0001
C 5.19036 -1.24124 -1.46968 0.05 0.10 0.20 0.0046
C 2.26775 -2.29712 -2.24557 -0.07 -0.07 0.00 0.0167
C 1.60175 -3.42750 -2.68134 0.07 -0.02 0.05 0.0045
C 0.23999 -3.61016 -2.43997 0.03 -0.02 -0.06 0.0079
C -0.39229 -2.66288 -1.68751 0.09 0.18 0.09 0.0201
N 0.21813 -1.53851 -1.23916 0.09 -0.31 -0.01 0.0176
C 1.51175 -1.29358 -1.58239 -0.23 0.04 -0.04 0.0295
S 2.21107 0.26203 -1.32289 -0.01 -0.04 -0.09 0.2978
H 5.34786 -1.49250 -4.64980 -0.10 0.01 -0.02 0.0000
H 3.87484 -0.52743 -4.45472 0.03 -0.07 0.02 0.0009
H 3.77564 -2.17592 -5.09666 0.02 0.04 0.04 0.0001
H 5.81227 -3.97036 -2.73462 -0.08 -0.04 0.00 0.0000
H 4.30823 -4.58108 -3.42398 0.06 0.03 0.07 0.0000
H 4.49351 -4.46822 -1.66610 0.03 0.04 -0.06 0.0000
H 6.23221 -1.52256 -1.66094 -0.07 0.02 0.04 0.0005
H 4.95899 -1.46969 -0.42520 0.04 0.03 -0.07 -0.0001
H 5.08466 -0.16458 -1.60489 0.03 -0.09 0.01 0.0020
H 2.14877 -4.19905 -3.21481 -0.06 0.05 0.04 0.0003
H -0.29572 -4.48058 -2.79128 0.00 0.02 0.02 0.0003
H -1.43403 -2.77764 -1.41218 0.02 0.04 0.06 0.0117
Te 0.98246 1.42365 1.08328 -0.05 -0.28 0.04 0.8127
C 0.14312 3.33689 0.82390 -0.09 -0.10 -0.06 0.0888
C -1.16796 3.52814 0.39605 -0.05 0.02 -0.03 0.0310
C -1.67649 4.81359 0.26340 0.05 -0.03 0.01 -0.0036
C -0.87659 5.91324 0.54640 0.02 -0.03 0.00 0.0309
C 0.43515 5.72336 0.96405 -0.02 -0.02 -0.01 -0.0019
C 0.94674 4.44074 1.10377 0.00 0.04 0.01 0.0458
H -1.80105 2.67853 0.17204 0.13 0.15 0.04 0.0004
H -2.70134 4.94813 -0.06110 0.01 0.01 0.01 -0.0008
H -1.27229 6.91591 0.44240 0.01 -0.03 0.00 0.0021
H 1.06520 6.57609 1.18479 -0.02 -0.01 -0.01 -0.0007
H 1.97055 4.30219 1.43409 -0.05 0.01 -0.02 0.0072
```
Positions in Å, forces in eV/Å.

Calculated values
* spin multiplicity: 5
* E_HOMO (alpha / beta): -5.43 / -7.90 eV
* ΔE to the lowest compared entry with this formula, charge and spin: 0.0 kcal/mol

No. 2
# C63H82N2O23

A cluster of 11 separate species, C63H82N2O23 in total (ωB97M-V/def2-TZVPD, the Open Molecules 2025 dataset).

Structure (XYZ):
```
170
Properties=species:S:1:pos:R:3:forces:R:3:mulliken_charge:R:1
C 15.65418 16.74420 5.67533 -2.09 1.71 -1.08 -0.7158
O 14.85717 16.31768 4.57187 0.43 -0.20 -0.38 -0.4814
C 14.47110 14.98022 4.51279 1.04 -0.86 -1.19 0.2220
C 15.56333 13.99103 4.06417 -0.20 -0.50 -0.52 -0.3549
N 16.01642 14.14990 2.68815 -2.22 -1.03 0.72 -0.1435
C 16.72908 15.31276 2.52324 3.22 1.90 -0.94 -0.4966
C 17.56105 15.45587 1.24067 -0.26 -0.61 0.96 -0.5937
O 18.33523 14.32239 0.78654 -0.24 -1.00 0.30 -0.3871
C 18.87515 13.26314 1.67010 -0.16 1.38 -0.81 -0.5364
H 14.97543 16.56731 6.50966 1.26 -0.56 0.96 0.2548
H 15.53164 17.81489 5.51191 0.49 0.37 0.40 0.4001
H 16.72952 16.57341 5.62464 -0.23 -0.93 0.48 0.2571
H 13.73627 14.97622 3.70773 -0.49 -0.29 0.33 0.2740
H 14.13649 14.53686 5.45064 -0.59 0.46 0.42 -0.1594
H 15.13866 12.99122 4.15444 -0.13 -0.04 0.12 -0.0427
H 16.40129 14.03749 4.75971 0.36 0.12 0.30 0.2786
H 16.32493 13.31281 2.21465 0.06 0.40 0.23 0.3149
H 17.51494 15.49716 3.25573 0.14 -0.54 1.20 0.1836
H 16.18058 16.25231 2.59038 -0.62 -0.22 -0.13 0.3353
H 18.25271 16.26444 1.47719 0.02 0.25 -0.39 0.3434
H 16.80880 15.78638 0.52445 0.69 -0.49 -1.00 0.3622
H 19.38991 12.54361 1.03340 -0.42 0.11 -0.41 0.2746
H 18.10900 12.74113 2.24336 0.14 0.17 0.07 0.1508
H 19.68496 13.62266 2.30497 -0.29 0.39 0.39 0.2655
C 2.91934 3.67262 8.01236 0.89 1.60 0.34 -0.7401
O 3.72117 4.85608 8.41338 -0.71 -1.94 1.37 -0.3452
C 4.81855 5.15636 7.60107 -1.38 2.01 -1.29 -0.5740
C 5.34973 6.57052 7.95191 1.48 -0.81 0.55 -0.4945
N 4.39809 7.64486 8.09216 -1.42 -0.80 -1.68 -0.5062
C 4.92892 8.71132 8.86516 0.53 1.47 1.89 -0.9740
C 6.20677 9.42506 8.34092 -0.25 -1.38 0.12 0.5635
O 7.18644 9.15092 9.32719 0.26 -0.19 1.02 -0.3996
C 8.20762 10.05376 9.48465 1.81 1.78 -1.16 -0.6536
H 2.29442 3.36955 8.85244 0.01 0.45 0.01 0.2386
H 3.52094 2.79636 7.77080 0.31 0.22 -0.26 0.2888
H 2.31436 4.01616 7.17327 -0.11 -0.43 -0.13 0.3144
H 4.35012 5.29158 6.62619 0.45 -0.26 -0.81 0.3340
H 5.61135 4.41201 7.52691 0.06 -0.07 0.40 0.3852
H 6.10351 6.83495 7.21029 0.07 -0.16 -0.18 0.2525
H 5.88354 6.51856 8.90082 0.44 -0.39 0.33 0.3746
H 3.64282 7.15796 8.55324 -0.62 0.68 0.24 0.2861
H 5.05527 8.36207 9.88993 1.49 -0.59 0.26 0.4554
H 4.32435 9.53124 9.25290 -1.47 0.07 -1.46 0.4934
H 6.08991 10.48665 8.12304 -0.12 0.15 0.50 -0.4219
H 6.51054 8.97968 7.39357 0.10 -0.11 -0.20 0.2838
H 7.93642 11.10809 9.53880 -0.94 0.07 0.19 0.1758
H 8.90535 10.10117 8.64857 0.01 -0.40 -0.83 0.3572
H 8.94379 9.96548 10.28362 -0.81 -1.11 0.78 0.3688
C 9.31561 18.73382 6.07932 -0.24 0.57 1.32 -0.3825
C 8.78948 18.70065 7.35543 -0.48 -0.08 0.03 -0.7610
C 9.18495 17.70688 8.21941 0.70 -1.24 2.14 0.1543
C 10.28142 16.88773 7.94727 -0.06 0.64 -0.99 0.0966
C 10.84594 16.98325 6.69487 0.19 -0.41 0.03 -0.5127
C 10.32587 17.85601 5.76331 -0.74 -0.04 0.31 -0.0056
O 10.75605 17.96723 4.51792 1.20 0.45 -2.70 -0.6110
O 8.56526 17.46789 9.43115 -1.01 1.33 -0.74 -0.5651
H 8.95636 19.53813 5.45448 0.28 -0.30 -0.57 0.4444
H 8.05731 19.44558 7.63003 -0.21 -0.21 0.24 0.4316
H 10.74376 16.20776 8.64747 -0.41 -0.06 0.33 0.3755
H 11.65954 16.31952 6.44206 0.24 0.07 -0.25 0.8315
H 10.94359 17.16288 4.02859 0.10 -0.26 0.49 0.2907
H 9.19939 17.17530 10.08984 0.27 -0.36 -0.24 0.3992
C 8.78026 16.32386 13.32295 -0.69 1.48 1.03 -0.3439
C 7.97881 16.97305 14.32818 2.07 0.62 -1.64 -0.8081
C 7.93893 18.37506 14.25396 -0.46 -1.02 -0.89 0.2333
C 8.68341 19.09136 13.31891 0.27 0.64 0.30 -0.5313
C 9.48531 18.49634 12.37644 -1.24 -0.92 0.36 -0.2640
C 9.43987 17.10271 12.35556 -0.83 0.96 2.20 0.3373
O 10.10721 16.54444 11.36723 1.42 -1.68 -1.19 -0.0171
O 6.93236 19.04218 14.90924 -0.05 0.42 0.91 -0.5709
H 8.86201 15.24739 13.29244 0.01 -0.18 -0.02 0.5233
H 7.50722 16.47705 15.16364 -0.31 -0.22 -0.29 0.4605
H 8.63374 20.17021 13.32305 -0.34 0.11 0.12 0.4226
H 9.89749 19.03573 11.53646 0.36 0.07 0.19 0.4506
H 10.15540 15.61234 11.59185 0.42 -0.51 -0.54 -0.3069
H 6.15250 18.94793 14.35740 -0.17 0.09 0.09 0.3461
C 12.74219 13.85903 8.59232 -0.28 1.41 0.02 -0.7127
C 13.06906 14.50574 9.82278 -0.73 -2.43 -0.60 -0.5334
C 12.65274 13.78435 10.95739 -0.83 0.15 0.34 0.7030
C 12.09006 12.48750 10.85345 0.03 1.20 1.23 -0.6239
C 11.86210 11.94535 9.66901 0.87 -1.63 -3.45 -0.7130
C 12.15314 12.63595 8.48192 -0.27 -0.45 0.55 0.6687
O 11.76262 12.19890 7.25563 -0.02 0.70 0.07 0.1341
O 12.51951 14.41293 12.14830 0.38 1.77 -0.15 0.4977
H 12.67891 14.41133 7.66638 0.94 0.34 -0.20 -0.3735
H 13.66855 15.40023 9.73964 -0.37 0.27 0.60 -0.0811
H 11.60386 11.88813 11.60894 0.63 0.54 1.11 0.4047
H 11.65625 10.88984 9.56939 -0.83 -0.14 0.15 0.7269
H 11.95810 11.26580 7.14290 0.23 -0.63 -0.01 -0.1262
H 12.53198 13.88199 12.94802 0.43 -0.66 -0.19 0.0297
C 17.77235 11.57375 9.93969 -0.16 -2.80 0.07 -0.6650
C 18.46201 10.26629 9.97430 -2.29 2.89 -0.18 -1.0232
C 17.69620 9.17021 9.56897 2.15 -2.34 -1.40 0.9290
C 16.40342 9.23268 9.13869 -1.68 1.98 0.21 -0.6750
C 15.73338 10.46476 9.14661 1.02 -0.68 0.44 -0.3691
C 16.43842 11.61928 9.52656 -0.10 -1.26 -0.09 0.3403
O 15.81377 12.81621 9.52525 0.27 0.96 0.23 -0.1707
O 18.34120 7.92058 9.31929 1.04 1.29 1.18 -0.5714
H 18.16355 12.50233 10.32841 0.51 -0.18 -0.04 0.6499
H 19.48866 10.31607 10.30585 0.00 -0.74 -0.13 0.4310
H 15.85226 8.36738 8.80122 0.20 -0.23 0.05 0.2966
H 14.67347 10.46079 8.93934 -0.10 0.39 -0.28 0.2746
H 14.87375 12.76124 9.33834 -0.35 -0.17 -0.10 0.1792
H 17.82919 7.20892 8.92815 -0.64 0.57 0.08 0.2879
C 12.00018 10.80125 3.09169 -1.51 -1.48 3.07 -0.5530
C 11.80205 10.33856 4.44066 2.30 1.47 -0.90 -0.6002
C 12.96709 10.10917 5.18141 1.08 -1.15 0.30 0.6184
C 14.29990 10.12915 4.68489 -3.24 0.94 -2.26 -0.8221
C 14.36508 10.53269 3.29221 1.75 -0.63 2.03 -0.5873
C 13.26378 10.80867 2.53074 -2.12 0.14 0.55 0.8569
O 13.36504 11.10271 1.22845 1.21 0.32 -1.06 -0.5502
O 12.89192 9.84844 6.57571 -0.20 0.45 0.13 -0.4463
H 11.06456 11.06377 2.62040 0.24 0.18 -0.73 0.3093
H 10.87788 10.39560 4.99658 -0.31 -0.10 -0.39 0.3901
H 15.03769 9.81892 5.41002 0.60 0.35 -0.53 0.5106
H 15.29240 10.71992 2.77124 0.41 -0.40 0.17 0.3483
H 12.52021 11.35530 0.84889 -0.10 -0.01 0.17 0.3014
H 12.63412 8.96275 6.84160 -0.12 -0.24 -0.56 0.2406
C 17.54295 16.92511 9.93534 -1.87 0.19 -0.45 -0.3936
C 18.64647 17.39190 10.60991 -1.05 0.24 0.47 -0.5655
C 19.76277 16.61473 10.70499 -1.24 -0.71 -0.90 0.3933
C 19.76461 15.37653 10.05416 2.03 0.26 1.75 -0.6053
C 18.70801 14.96478 9.37425 -4.00 -0.61 -2.23 -0.6846
C 17.51617 15.73867 9.27676 1.04 -1.25 -0.31 -0.0128
O 16.38149 15.29114 8.60645 0.99 1.05 0.49 0.0715
O 20.80034 17.03971 11.43097 1.76 0.40 0.54 -0.5550
H 16.58377 17.41798 9.99416 0.02 0.61 -0.01 0.4840
H 18.43432 18.27042 11.20118 0.77 0.25 0.11 0.3727
H 20.54625 14.65020 10.22115 0.53 0.31 -0.07 0.3888
H 18.62659 14.01425 8.86803 0.57 -0.30 0.02 0.8760
H 16.43653 14.33375 8.56204 -0.16 -0.39 0.10 -0.0770
H 21.15273 17.75077 10.89077 0.53 0.33 0.46 0.3470
C 9.15655 13.73740 7.20387 -0.76 0.31 0.69 0.9993
C 9.41636 13.71112 5.85587 -0.22 0.66 -0.70 -1.2101
C 8.42039 13.45910 4.88124 -1.04 -1.48 5.62 0.6642
C 7.12798 13.01091 5.30111 1.62 0.75 3.94 -1.0251
C 6.93543 12.97819 6.73329 0.60 0.50 -0.35 -0.5726
C 7.90883 13.41213 7.68628 -1.32 -0.42 -1.76 -0.5351
O 7.50527 13.58890 9.00434 0.14 -0.27 -0.40 -0.6258
O 8.65709 13.35275 3.63095 0.82 0.56 -4.24 -0.4842
H 9.90055 14.14035 7.87506 0.15 -0.21 0.08 0.5256
H 10.42010 14.07309 5.68895 0.05 -0.25 -1.11 0.6514
H 6.36490 12.66955 4.61731 -0.05 0.01 -0.10 0.3848
H 6.03608 12.63928 7.22594 -0.48 0.02 -0.47 0.5451
H 8.02706 13.00592 9.56063 0.13 0.06 0.18 0.2504
H 7.74980 13.31740 3.31920 0.20 -0.16 -1.43 0.2924
C 11.71926 14.33825 15.61397 0.47 0.74 0.53 -0.3140
C 10.42925 14.46091 16.03299 -0.69 -0.07 0.12 -0.5430
C 9.55766 13.38335 15.82931 0.60 -1.82 -0.28 0.6418
C 10.00580 12.20620 15.14106 -0.79 2.07 1.17 -1.1004
C 11.33253 12.18724 14.74509 -2.45 -3.15 -0.83 0.2003
C 12.12969 13.19261 15.02003 0.85 1.85 0.32 -0.1830
O 13.30903 13.28601 14.39439 2.79 0.05 -0.62 -0.4437
O 8.28305 13.34875 16.35357 0.78 0.67 -0.69 -0.5771
H 12.49282 15.08621 15.70654 -0.31 0.41 0.20 0.4112
H 10.15732 15.40746 16.47627 -0.50 -0.07 0.23 0.4304
H 9.23627 11.47307 14.94936 0.32 -0.33 -0.09 0.4476
H 11.76859 11.42177 14.12035 -0.32 -0.49 0.01 0.3854
H 13.88186 12.52330 14.50270 -0.02 -0.21 0.02 0.3544
H 8.12111 14.28552 16.48712 -0.79 0.13 0.46 0.2924
C 14.60811 16.41786 13.50234 1.75 1.71 -1.81 0.3188
C 14.21747 17.31076 12.31919 -1.13 0.38 -0.22 0.9453
O 15.16707 18.44141 12.33792 -4.35 0.76 -3.36 -0.3992
C 16.10143 18.28263 13.16299 1.43 -4.09 1.46 0.6871
O 17.13534 18.84103 13.24956 0.63 1.31 0.52 -0.5584
O 15.86249 17.07226 13.79238 0.86 -0.40 2.32 -0.4749
H 14.90832 15.46175 13.07358 -0.59 -0.30 0.79 0.1237
H 13.90281 16.43950 14.33311 0.30 -0.24 -0.02 -0.0021
H 13.18887 17.67013 12.35001 0.18 0.54 0.39 0.0192
H 14.21236 16.76465 11.37588 0.91 0.30 -0.10 -0.6792
```
Positions in Å, forces in eV/Å.

Calculated values
* E_HOMO: -7.71 eV

Values for max |F|, eV/Å, ordered as above
0.392, 5.903